No. 1
{
  "formula": "C38H54CsN5O4P2STe",
  "method": "wB97M-V/def2-TZVPD",
  "total_charge": -2,
  "lumo_ha": 0.1304,
  "e_homo_ev": -0.77,
  "mol_weight_da": 999.401,
  "de_lowest_kj_mol": 472.7,
  "elements": ["Cs", "C", "C", "N", "C", "C", "N", "C", "C", "N", "H", "H", "H", "H", "H", "H", "H", "H", "H", "H", "H", "H", "H", "H", "H", "C", "C", "C", "C", "C", "C", "C", "C", "C", "S", "C", "N", "H", "H", "H", "H", "H", "H", "H", "H", "C", "C", "O", "P", "O", "Te", "O", "C", "C", "H", "H", "H", "H", "H", "H", "H", "H", "H", "H", "C", "C", "C", "C", "C", "C", "C", "C", "C", "C", "C", "C", "C", "C", "H", "H", "H", "H", "H", "H", "H", "H", "H", "H", "H", "C", "P", "C", "C", "O", "H", "H", "H", "H", "H", "H", "H", "H", "H", "N", "C", "H"],
  "xyz": [[-0.6244, -0.1949, -0.4190], [-0.9829, -0.9362, 3.5141], [-1.1953, -2.1338, 2.5796], [-0.0543, -2.3344, 1.7224], [1.1881, -2.7292, 2.3408], [2.3257, -1.8321, 1.8164], [1.9615, -0.4453, 1.9188], [1.8663, 0.1492, 3.2319], [0.5669, 0.9656, 3.3098], [-0.5294, 0.2068, 2.7654], [-0.2201, -1.1958, 4.2517], [-1.9182, -0.7560, 4.0732], [-2.0491, -1.9320, 1.9322], [-1.4408, -3.0283, 3.1914], [-0.3070, -2.9574, 0.9604], [1.4467, -3.7835, 2.1426], [1.1098, -2.6136, 3.4244], [2.4627, -2.0441, 0.7560], [3.2677, -2.0886, 2.3478], [2.4746, 0.1471, 1.2811], [2.7061, 0.8224, 3.4662], [1.8712, -0.6379, 3.9942], [0.6709, 1.8511, 2.6768], [0.4006, 1.3016, 4.3529], [-1.2911, 0.8086, 2.4888], [1.0403, -3.6686, -1.8552], [2.2475, -2.9104, -2.3070], [3.4135, -3.6092, -2.6714], [4.5200, -2.9095, -3.0774], [4.4496, -1.5027, -3.1690], [5.5189, -0.7105, -3.6215], [5.3503, 0.6500, -3.7588], [4.1454, 1.2558, -3.4320], [3.0709, 0.5231, -2.9395], [1.6115, 1.3503, -2.5597], [3.2130, -0.8895, -2.7963], [2.1750, -1.6014, -2.3429], [0.9363, -4.5934, -2.4220], [0.1587, -3.0508, -1.9914], [1.1297, -3.9253, -0.7993], [3.4278, -4.6906, -2.6243], [5.4463, -3.4127, -3.3444], [6.4583, -1.1884, -3.8828], [6.1643, 1.2514, -4.1496], [4.0276, 2.3227, -3.5632], [-5.5625, -2.8185, -3.3374], [-4.0969, -2.8532, -2.9224], [-3.9577, -3.6144, -1.7526], [-2.9751, -3.0921, -0.4887], [-2.1654, -1.9521, -0.9840], [-2.2059, -5.0637, 0.4632], [-4.1023, -2.3432, 0.4842], [-4.9243, -3.0455, 1.3599], [-5.0015, -2.3033, 2.6878], [-5.7004, -2.1682, -4.1993], [-6.1669, -2.4508, -2.5100], [-5.8906, -3.8257, -3.5910], [-3.7099, -1.8388, -2.7668], [-3.4964, -3.3191, -3.7169], [-4.5215, -4.0680, 1.4987], [-5.9295, -3.1242, 0.9146], [-4.0580, -2.3808, 3.2184], [-5.8011, -2.7023, 3.3083], [-5.1794, -1.2486, 2.4949], [-2.1410, 7.9718, -0.3241], [-0.9163, 7.3632, -0.5715], [-0.6671, 6.0814, -0.1325], [-1.6453, 5.3469, 0.5500], [-2.8825, 5.9674, 0.7689], [-3.1183, 7.2635, 0.3556], [-1.3737, 4.0214, 1.0862], [-0.1640, 3.5610, 1.3941], [1.1179, 4.0701, 1.4668], [1.4742, 4.9420, 2.5360], [2.7808, 5.2732, 2.7864], [3.8092, 4.7870, 1.9869], [3.4846, 3.9407, 0.9272], [2.1888, 3.5780, 0.6731], [-2.3307, 8.9855, -0.6601], [-0.1506, 7.9045, -1.1142], [0.2927, 5.6173, -0.3097], [-3.6598, 5.4288, 1.2996], [-4.0738, 7.7319, 0.5699], [-2.2579, 3.4341, 1.3319], [0.6786, 5.3431, 3.1547], [3.0133, 5.9397, 3.6142], [4.8395, 5.0570, 2.1891], [4.2737, 3.5584, 0.2900], [1.9607, 2.9091, -0.1470], [-5.0699, 2.8798, -0.1506], [-4.1792, 1.2756, -0.3328], [-3.1992, 1.4395, -1.8549], [-5.5114, 0.0818, -0.7323], [-3.4266, 0.9320, 0.8792], [-5.7396, 3.0876, -0.9804], [-4.3298, 3.6718, -0.0672], [-5.6351, 2.8415, 0.7797], [-3.8078, 1.7618, -2.6967], [-2.7392, 0.4802, -2.0784], [-2.4009, 2.1555, -1.6713], [-6.0381, 0.3193, -1.6513], [-6.2144, 0.0464, 0.0998], [-5.0229, -0.8846, -0.8111], [-0.6292, 1.1218, -4.1308], [0.2404, 0.3760, -3.6987], [-0.7263, 2.1292, -3.9970]],
  "atomic_forces_ev_per_a": [[2.266, 2.247, 0.796], [-0.106, -0.206, -0.216], [0.018, -0.066, 0.505], [-0.143, -0.584, -0.389], [0.304, 0.181, -0.245], [-0.010, -0.105, 0.263], [0.709, 0.258, -0.274], [-0.314, 0.284, 0.112], [0.339, -0.075, 0.099], [-0.560, 0.409, 0.233], [-0.038, 0.005, 0.116], [0.129, -0.022, -0.033], [-0.114, 0.029, 0.060], [-0.066, 0.137, -0.138], [0.053, -0.111, 0.243], [-0.076, 0.111, 0.090], [0.013, -0.094, 0.018], [0.114, -0.099, -0.107], [-0.101, -0.049, -0.107], [0.025, -0.069, -0.024], [-0.031, -0.139, -0.023], [0.043, -0.032, -0.059], [-0.074, -0.025, 0.183], [0.057, 0.007, -0.060], [-0.089, 0.165, -0.020], [0.082, 0.111, 0.030], [-0.106, 0.277, 0.036], [0.725, 0.036, -0.294], [-0.293, -0.195, 0.135], [-0.331, 0.133, 0.153], [0.199, 0.280, -0.175], [0.574, -0.569, -0.094], [-0.428, -0.099, 0.147], [0.278, 0.429, -0.129], [0.261, 0.998, 0.627], [0.888, 0.112, -0.379], [-0.613, -0.596, 0.394], [-0.095, -0.063, 0.053], [-0.178, -0.015, 0.023], [-0.098, -0.102, 0.109], [-0.012, -0.045, 0.025], [-0.086, 0.005, 0.010], [-0.037, 0.017, -0.025], [0.008, 0.019, 0.061], [-0.076, 0.013, 0.025], [0.325, -0.131, 0.193], [0.021, 0.535, -0.574], [0.658, -0.178, 1.432], [-2.612, 0.149, -0.979], [-1.050, -1.880, -0.522], [0.429, -0.485, 0.109], [1.445, -0.298, -0.855], [-0.663, -0.722, 0.622], [0.110, -0.048, -0.373], [-0.013, 0.046, -0.101], [-0.095, 0.044, 0.024], [-0.127, -0.030, -0.012], [-0.044, -0.129, -0.111], [-0.036, 0.150, 0.095], [-0.352, 0.372, 0.054], [0.127, -0.050, 0.038], [0.136, -0.044, 0.118], [-0.077, -0.066, 0.087], [-0.088, 0.169, 0.033], [-0.022, 0.197, -0.071], [-0.016, 0.233, -0.082], [-0.013, -0.193, -0.024], [-0.227, 0.636, -0.057], [0.115, -0.179, 0.002], [-0.208, 0.245, -0.076], [0.282, -0.307, 0.079], [-0.951, -0.604, -0.013], [0.518, 0.011, 0.299], [-0.352, 0.063, -0.037], [0.297, 0.183, 0.046], [0.399, 0.061, 0.098], [0.338, 0.176, 0.047], [-0.288, -0.011, -0.235], [0.010, -0.020, 0.010], [0.049, 0.004, 0.003], [0.031, -0.011, -0.029], [0.035, -0.060, 0.067], [-0.010, -0.012, -0.032], [-0.149, -0.087, -0.048], [0.003, -0.057, 0.039], [-0.020, -0.026, -0.030], [0.000, -0.024, -0.013], [0.034, -0.055, -0.047], [0.012, -0.056, -0.046], [0.455, -0.548, 0.013], [-1.459, 0.763, -1.153], [-0.215, -0.116, 0.529], [0.554, 0.308, 0.158], [0.692, -0.375, 0.874], [-0.056, -0.021, -0.146], [0.068, 0.105, -0.034], [-0.047, -0.037, 0.035], [-0.041, 0.017, -0.044], [-0.127, -0.077, -0.247], [0.045, 0.175, -0.016], [-0.028, 0.148, -0.154], [-0.002, 0.004, 0.043], [-0.104, -0.118, -0.034], [-1.708, 0.914, -0.694], [0.544, -1.535, -0.264], [0.461, -0.021, 0.249]]
}

No. 2
{
  "formula": "C38H54F4N5NbO4PS",
  "method": "wB97M-V/def2-TZVPD",
  "total_charge": 1,
  "lumo_ha": -0.1169,
  "e_homo_ev": -10.46,
  "mol_weight_da": 876.820,
  "de_lowest_kj_mol": 0.0,
  "elements": ["Nb", "N", "C", "C", "O", "N", "C", "C", "O", "O", "H", "H", "H", "H", "H", "H", "C", "N", "C", "C", "C", "N", "C", "C", "F", "C", "F", "C", "C", "F", "C", "F", "H", "H", "H", "H", "H", "H", "H", "H", "H", "H", "H", "C", "C", "C", "C", "P", "N", "C", "C", "C", "C", "C", "C", "C", "C", "H", "H", "H", "H", "H", "H", "H", "H", "H", "H", "H", "H", "H", "H", "H", "H", "H", "H", "H", "H", "H", "H", "H", "H", "H", "H", "H", "O", "S", "C", "C", "C", "C", "C", "C", "C", "C", "C", "C", "C", "C", "H", "H", "H", "H", "H", "H", "H", "H", "H", "H"],
  "xyz": [[-0.2089, 1.5117, -1.1327], [-2.0188, 0.2670, -0.4289], [-3.2164, 0.9477, -0.0159], [-3.0773, 2.4058, -0.2981], [-4.0058, 3.2105, -0.1508], [-1.8660, 2.8477, -0.8106], [-1.8073, 4.1954, -1.3000], [-0.4189, 4.3539, -1.9635], [-0.0747, 5.3316, -2.6400], [0.2985, 3.2079, -1.9063], [-2.2737, -0.1118, -1.3296], [-1.7998, -0.5423, 0.2131], [-3.3905, 0.9008, 1.0576], [-4.1332, 0.5495, -0.5107], [-1.9937, 4.9002, -0.4601], [-2.6091, 4.4216, -2.0276], [-3.4030, 2.2934, -4.6788], [-1.9274, 2.3158, -4.7493], [-1.2503, 3.0493, -5.8420], [-1.4401, 0.8730, -4.7232], [0.0165, 0.7173, -4.2432], [0.1792, 0.2970, -2.8569], [0.7836, -0.9993, -2.7308], [2.0990, -1.2693, -3.2165], [2.7100, -0.4034, -4.0121], [2.6852, -2.5059, -2.9510], [3.9424, -2.7752, -3.4378], [2.0257, -3.5354, -2.2596], [0.7207, -3.3018, -1.8559], [-0.0317, -4.2986, -1.3884], [0.1136, -2.0763, -2.1087], [-1.1732, -1.8999, -1.7232], [-3.8027, 1.6512, -5.5377], [-3.8160, 3.2579, -4.8813], [-3.7515, 1.8740, -3.7301], [-2.1070, 3.4991, -6.3993], [-0.5588, 2.4075, -6.3851], [-0.6926, 3.9044, -5.4524], [-1.5071, 0.4343, -5.7191], [-2.0903, 0.2837, -4.0827], [0.4935, 1.7043, -4.3946], [0.5272, 0.0002, -4.8988], [2.5809, -4.4560, -2.0449], [1.8671, -1.2432, 1.5498], [3.0358, -0.2401, 1.4698], [3.8838, -0.4924, 2.7255], [3.7014, -0.6067, 0.1290], [2.2304, 1.5509, 1.3091], [0.9861, 1.2974, 0.2671], [3.3760, 2.7621, 0.2769], [2.9606, 4.2195, 0.4461], [3.4365, 2.3989, -1.1901], [4.7594, 2.6510, 0.8889], [1.5035, 2.1510, 2.9395], [0.8903, 1.0335, 3.8066], [2.6254, 2.8603, 3.7996], [0.3647, 3.1432, 2.6617], [2.2495, -2.2932, 1.4819], [1.1364, -1.0534, 0.7641], [1.4203, -1.0791, 2.5292], [4.4213, -1.5014, 2.5355], [3.3158, -0.5472, 3.6324], [4.6921, 0.2551, 2.8794], [4.1890, -1.6331, 0.2238], [4.5254, 0.0144, -0.1483], [3.0409, -0.6248, -0.7713], [1.9792, 4.3067, -0.0306], [3.7509, 4.8180, -0.0979], [2.9408, 4.6076, 1.4487], [4.4337, 2.6546, -1.5813], [2.8205, 3.0690, -1.8429], [3.2464, 1.3518, -1.4994], [4.8316, 3.4109, 1.6971], [5.6139, 2.8081, 0.1352], [4.9970, 1.6224, 1.2539], [1.6043, 0.2532, 4.1407], [0.0694, 0.5552, 3.2457], [0.5595, 1.4853, 4.7251], [3.5989, 2.3266, 3.8445], [2.2630, 2.8447, 4.8088], [2.8266, 3.9403, 3.4388], [-0.4278, 2.6926, 2.0177], [0.7764, 4.0069, 2.1497], [-0.0582, 3.3238, 3.6338], [-1.6884, -1.9580, 1.3215], [-1.7671, -3.4865, 1.2707], [-3.4283, -3.9758, 0.9224], [-4.3984, -3.6178, 1.7638], [-5.7262, -3.8285, 1.3217], [-6.0156, -4.2162, 0.0356], [-4.9573, -4.5044, -0.8275], [-3.6608, -4.4596, -0.3812], [-1.5362, -4.0908, 2.9114], [-0.9609, -3.2521, 3.8331], [-0.4674, -3.8270, 4.9777], [-0.6507, -5.1487, 5.2829], [-1.3008, -5.9785, 4.3585], [-1.7892, -5.4341, 3.1608], [-4.2764, -3.2323, 2.7939], [-6.4855, -3.6546, 2.0646], [-7.0549, -4.2228, -0.3167], [-5.0584, -4.9882, -1.8512], [-2.8128, -4.7581, -1.0376], [-0.8392, -2.1987, 3.6087], [0.1073, -3.2417, 5.7066], [-0.3644, -5.4293, 6.2857], [-1.6718, -6.9715, 4.6288], [-2.3647, -6.0633, 2.4793]],
  "atomic_forces_ev_per_a": [[-0.058, -0.094, -0.149], [1.062, -0.781, -0.033], [-1.042, 0.759, 0.685], [-0.978, 3.120, -0.927], [0.842, -1.416, 0.080], [0.420, -2.626, 0.157], [0.257, 0.635, 0.536], [-0.563, 2.448, -2.428], [-0.624, -2.750, 2.255], [0.210, 0.108, 0.217], [0.379, -0.650, -0.190], [-0.134, 0.404, -0.663], [0.115, -0.402, 0.106], [0.673, 0.359, 0.330], [0.444, -0.111, -0.564], [0.485, -0.207, 0.093], [0.694, -1.174, -2.105], [0.926, -2.344, 1.357], [-1.950, 0.849, 0.775], [-0.118, 1.295, 0.183], [-0.175, 0.965, -0.861], [0.123, -0.247, 1.975], [0.303, 0.062, 0.307], [-1.064, -1.031, 0.391], [0.301, 0.397, 0.245], [0.572, -0.571, -0.289], [-1.301, 0.501, 0.565], [0.536, 0.690, -0.052], [0.215, 0.030, -0.847], [0.078, -0.004, 0.356], [0.321, 0.824, 0.037], [0.388, -0.305, -0.231], [0.178, 0.443, 1.006], [-0.173, 0.794, 0.332], [0.125, 0.256, -0.129], [1.071, -0.425, -0.550], [-0.374, 0.062, -0.436], [0.115, -0.129, 0.105], [-0.173, 0.012, -0.324], [-0.167, -0.015, 0.169], [0.028, -0.426, 0.100], [-0.112, 0.198, 0.207], [-0.520, 0.300, -0.224], [-0.015, 0.117, 0.562], [-0.964, -0.029, -0.636], [2.263, -0.573, -1.374], [0.921, -1.077, -0.220], [-0.163, -1.049, -1.328], [-1.152, 0.154, -1.098], [0.388, -0.430, 1.626], [0.043, 0.132, -1.570], [-0.415, 0.277, -2.128], [2.072, -0.598, 0.232], [1.184, 0.305, 0.430], [0.697, -1.038, -0.880], [0.435, 0.776, -1.471], [0.189, -0.979, -1.045], [-0.215, 0.897, 0.053], [-0.026, -0.249, 0.107], [-0.454, -0.554, -0.183], [-0.889, 1.510, 0.548], [-0.344, -0.144, 0.308], [-0.441, -0.442, -0.119], [-0.880, 1.049, 0.000], [0.619, 0.647, -0.064], [0.071, -0.069, 1.053], [0.164, 0.640, 0.024], [-1.065, -0.446, 0.314], [-0.057, -0.146, 0.487], [-0.053, -0.300, 0.409], [-0.111, -0.714, 0.816], [-0.006, 0.672, 0.434], [0.387, -0.798, -0.292], [-1.431, 0.249, 0.990], [-0.212, 0.865, 0.103], [-0.346, 0.476, -0.416], [0.134, 0.113, 0.508], [-0.546, 0.299, 0.246], [-0.583, 0.167, -0.322], [-0.187, 0.472, 0.597], [-0.375, -1.767, 0.742], [0.585, 0.289, 0.480], [-0.344, 0.422, 0.231], [-0.283, 0.743, 0.265], [-0.330, -0.878, 0.225], [0.905, 0.805, -0.698], [2.057, 0.209, -1.499], [-3.027, -0.063, 1.337], [0.552, 0.477, 0.917], [-0.366, 0.289, -0.464], [0.144, -1.770, -1.688], [0.772, 0.298, 0.257], [-0.680, -0.048, -0.431], [0.562, 0.179, -0.421], [0.771, 0.940, 1.213], [-0.453, -0.618, -0.391], [-1.317, 0.237, 0.256], [0.659, -0.475, 0.760], [0.357, -0.263, -0.833], [-0.460, 0.135, -0.170], [0.506, -0.286, 0.207], [-0.478, 1.054, 1.329], [-0.712, 0.343, 0.648], [0.045, -0.100, -0.043], [-0.484, 0.060, -0.321], [0.129, -0.640, -0.164], [0.633, 0.180, -0.058], [0.286, 0.261, 0.051]]
}